No. 1
C3H4O2S as an isolated structure at a distorted geometry, computed with wB97M-V/def2-TZVPD.

The LUMO energy comes out at -0.25 eV. As for the energy above the lowest of the compared OMol25 structures with the same formula, charge and spin: 333.70 kJ/mol.

The geometry in XYZ format:
```
10
Properties=species:S:1:pos:R:3:forces:R:3:lowdin_charge:R:1
C -1.223 -0.413 0.127 3.199 1.763 1.607 -0.279
C 0.176 0.856 0.597 -0.966 -2.692 -3.094 -0.363
C 1.220 0.759 -0.544 -2.453 0.272 -0.578 -0.034
O 0.257 1.334 1.652 -0.343 0.627 0.925 0.132
O -1.865 -2.838 0.241 0.726 -0.762 0.156 -0.586
S -0.703 -1.935 0.377 -2.440 1.654 -0.641 0.865
H -2.240 -0.029 -0.021 0.385 -0.526 0.027 0.049
H 1.273 -0.343 -0.616 0.484 0.742 -0.808 0.058
H 2.100 1.249 -0.319 2.196 0.485 1.380 0.039
H 1.006 1.360 -1.495 -0.789 -1.563 1.026 0.118
```
Positions in Å, forces in eV/Å.

---

No. 2
A single C3H4O2S2 molecule at a distorted geometry, computed with wB97M-V/def2-TZVPD.

The LUMO energy comes out at 0.44 eV. As for the energy above the lowest of the compared OMol25 structures with the same formula, charge and spin: 169.39 kJ/mol. Its SMILES is OC1=C(O)SCS1.

The geometry in XYZ format:
```
11
Properties=species:S:1:pos:R:3:forces:R:3:lowdin_charge:R:1
O 1.568 1.525 -0.231 0.007 3.386 -2.409 0.075
C 0.736 0.593 0.019 -6.656 -1.793 0.100 -0.738
C -0.649 0.774 0.027 3.380 -1.276 0.301 -0.685
O -1.302 1.953 0.024 0.257 0.120 1.723 0.013
S -1.640 -0.654 -0.173 0.659 -1.466 0.399 0.883
C -0.212 -1.890 0.195 -1.621 2.051 2.408 -0.685
S 1.295 -1.027 -0.162 1.250 -1.142 -0.271 0.922
H 2.269 1.468 0.337 3.238 0.086 2.244 0.069
H -1.444 2.170 -0.868 -0.482 0.879 -1.977 0.082
H -0.333 -2.694 -0.455 -0.147 -1.340 -0.977 -0.005
H -0.289 -2.217 1.289 0.115 0.496 -1.543 0.067
```
Positions in Å, forces in eV/Å.

---

No. 3
C3H4O2S2 as an isolated structure at a distorted geometry, computed with wB97M-V/def2-TZVPD.

The LUMO energy comes out at -0.82 eV. As for the energy above the lowest of the compared OMol25 structures with the same formula, charge and spin: 417.38 kJ/mol.

The geometry in XYZ format:
```
11
Properties=species:S:1:pos:R:3:forces:R:3:lowdin_charge:R:1
C -0.980 -0.877 -0.994 0.784 1.272 -2.192 0.041
C -0.359 0.285 1.084 3.603 1.332 0.957 -0.963
C 0.481 1.219 0.260 1.303 -2.576 -1.052 -0.833
H -1.743 -0.231 -1.910 2.814 -1.607 3.386 0.175
H 0.340 -0.736 -1.102 -4.469 -0.349 0.118 0.131
H -1.270 -2.006 -1.216 0.483 2.386 1.678 0.090
H 2.231 -0.028 1.312 0.220 0.743 -1.456 -0.150
O -1.313 -0.312 0.537 -2.265 -3.091 -3.713 -0.086
O 0.015 1.901 -0.567 -0.909 2.483 -1.353 0.060
S 0.367 0.127 2.510 -1.422 -0.631 2.455 0.792
S 2.230 0.657 0.087 -0.142 0.038 1.173 0.744
```
Positions in Å, forces in eV/Å.

---

No. 4
C3H4O2S2 as an isolated structure at a distorted geometry, computed with wB97M-V/def2-TZVPD.

The LUMO energy comes out at 0.30 eV. As for the energy above the lowest of the compared OMol25 structures with the same formula, charge and spin: 231.15 kJ/mol.

The geometry in XYZ format:
```
11
Properties=species:S:1:pos:R:3:forces:R:3:lowdin_charge:R:1
C 2.131 -0.341 0.149 0.261 -1.041 0.698 -0.280
C 1.276 0.619 0.352 -0.970 0.606 -2.096 -0.723
C -1.210 -0.172 -0.971 -1.464 -0.638 1.144 -0.727
O 2.698 -1.328 0.005 1.040 -0.755 -0.172 0.196
O 1.407 1.757 1.036 0.102 0.795 1.307 0.004
S -1.314 -1.075 0.698 1.529 0.176 -0.266 0.619
S 0.501 0.647 -1.243 -2.097 -0.916 0.021 0.932
H -1.583 -0.889 -1.747 1.193 0.693 0.339 0.036
H -2.062 0.503 -0.793 0.837 0.553 -0.670 0.006
H -2.590 -1.451 0.780 -0.340 0.245 -0.586 -0.172
H 0.746 1.729 1.735 -0.090 0.281 0.280 0.109
```
Positions in Å, forces in eV/Å.

---

No. 5
A single C3H4O3 molecule, computed with wB97M-V/def2-TZVPD.

The LUMO energy comes out at 0.23 eV. As for the energy above the lowest of the compared OMol25 structures with the same formula, charge and spin: 557.75 kJ/mol.

The geometry in XYZ format:
```
10
Properties=species:S:1:pos:R:3:forces:R:3:lowdin_charge:R:1
O -0.763 -0.517 -1.785 0.112 0.185 0.180 0.136
C -0.488 -0.540 -0.510 -0.085 -0.185 -0.197 -0.095
C -0.452 0.649 0.349 -0.029 0.083 -0.265 -0.516
O -1.652 0.466 0.761 0.037 0.073 0.106 -0.004
C 1.557 -0.404 0.738 -0.073 0.293 0.389 0.048
O 0.741 0.390 1.318 0.238 -0.318 -0.172 -0.062
H -0.579 0.361 -2.156 -0.042 -0.115 0.021 0.146
H -0.633 -1.503 -0.043 0.036 0.115 -0.008 0.148
H -0.151 1.615 -0.105 -0.073 -0.115 0.077 0.157
H 2.421 -0.515 1.433 -0.120 -0.016 -0.130 0.042
```
Positions in Å, forces in eV/Å.

---

No. 6
A single C3H4O3 molecule at a distorted geometry, computed with wB97M-V/def2-TZVPD.

The LUMO energy comes out at -0.59 eV. As for the energy above the lowest of the compared OMol25 structures with the same formula, charge and spin: 203.09 kJ/mol. Its SMILES is O=CC(=O)CO.

The geometry in XYZ format:
```
10
Properties=species:S:1:pos:R:3:forces:R:3:lowdin_charge:R:1
O 2.411 -0.749 0.048 -0.862 -0.165 0.217 0.089
C 1.307 -1.164 0.288 0.029 0.251 0.083 -0.161
C -0.024 -0.444 -0.051 -0.626 -0.096 -0.014 -0.299
O -0.874 -1.191 -0.492 0.360 0.009 0.178 0.095
C -0.340 1.047 0.039 0.063 -0.477 0.275 -0.165
O -1.615 1.280 -0.578 0.920 0.159 -0.591 -0.067
H 1.070 -2.179 0.698 0.391 0.333 -0.199 0.137
H 0.648 1.566 -0.223 -1.794 -0.073 -0.816 0.153
H -0.527 1.402 1.049 0.554 -0.516 0.642 0.124
H -2.061 0.423 -0.778 0.968 0.574 0.225 0.095
```
Positions in Å, forces in eV/Å.

---

No. 7
A single C3H4O3 molecule at a distorted geometry, computed with wB97M-V/def2-TZVPD.

The LUMO energy comes out at 0.39 eV. As for the energy above the lowest of the compared OMol25 structures with the same formula, charge and spin: 130.20 kJ/mol. Its SMILES is C=C(O)C(=O)O.

The geometry in XYZ format:
```
10
Properties=species:S:1:pos:R:3:forces:R:3:lowdin_charge:R:1
C 1.549 1.016 0.091 -1.257 0.269 0.086 0.104
C 0.763 -0.041 -0.090 -1.220 0.284 0.966 -0.378
O 1.119 -1.298 -0.121 -1.189 -3.161 1.202 0.045
C -0.743 0.009 0.003 -0.463 -1.445 -0.492 -0.455
O -1.442 -1.010 0.121 1.850 2.080 0.047 0.095
O -1.259 1.194 -0.072 -2.419 0.784 0.167 0.166
H 2.564 0.907 0.330 1.254 -0.126 -0.137 0.061
H 1.110 2.001 0.227 0.247 -0.144 -0.167 0.065
H 0.249 -1.824 0.248 2.473 1.464 -1.575 0.192
H -0.680 1.929 -0.247 0.723 -0.004 -0.097 0.104
```
Positions in Å, forces in eV/Å.

---

No. 8
A single C3H4O3 molecule, computed with wB97M-V/def2-TZVPD.

The LUMO energy (spin up / spin down) comes out at -0.64 / -0.64 eV. As for the energy above the lowest of the compared OMol25 structures with the same formula, charge and spin: 405.26 kJ/mol.

The geometry in XYZ format:
```
10
Properties=species:S:1:pos:R:3:forces:R:3:lowdin_charge:R:1
O -0.297 -2.039 -0.233 0.041 0.130 0.097 0.034
C -0.498 -0.838 -0.287 0.295 0.159 -0.183 -0.613
C 0.079 0.224 -1.074 -0.091 -0.055 -0.018 0.217
O 1.381 0.755 0.531 -0.255 -0.080 0.133 0.047
C 0.525 0.488 1.374 0.155 0.067 -0.253 -0.324
O -0.617 -0.086 1.119 -0.020 -0.122 0.169 0.038
H -1.480 -0.463 -0.899 -0.121 0.107 0.014 0.212
H 0.576 0.004 -2.020 -0.037 -0.061 0.178 0.123
H -0.346 1.210 -0.941 0.103 -0.073 0.023 0.107
H 0.677 0.746 2.431 -0.071 -0.072 -0.161 0.159
```
Positions in Å, forces in eV/Å.

---

No. 9
A single C3H4O3 molecule, computed with wB97M-V/def2-TZVPD.

The LUMO energy comes out at 0.06 eV. As for the energy above the lowest of the compared OMol25 structures with the same formula, charge and spin: 366.23 kJ/mol.

The geometry in XYZ format:
```
10
Properties=species:S:1:pos:R:3:forces:R:3:lowdin_charge:R:1
O 1.894 0.683 -0.269 -0.143 0.108 -0.120 -0.052
C 1.383 -0.417 0.435 -0.136 -0.278 0.211 -0.291
C -0.086 -0.661 0.504 0.215 0.341 -0.193 0.057
O -0.670 0.327 -0.184 0.108 -0.343 0.152 -0.053
C -2.055 0.242 -0.366 -0.640 -0.586 -0.168 -0.278
O -2.642 -0.764 -0.587 0.485 0.691 0.167 0.135
H 1.155 1.097 -0.734 0.169 0.027 0.022 0.076
H 1.780 -1.369 0.037 -0.042 0.098 0.038 0.129
H 1.721 -0.388 1.483 -0.045 -0.029 -0.103 0.128
H -2.480 1.251 -0.320 0.030 -0.028 -0.006 0.149
```
Positions in Å, forces in eV/Å.

---

No. 10
A single C3H4O3 molecule at a distorted geometry, computed with wB97M-V/def2-TZVPD.

The LUMO energy comes out at 0.73 eV. As for the energy above the lowest of the compared OMol25 structures with the same formula, charge and spin: 270.71 kJ/mol. Its SMILES is O=CCOC=O.

The geometry in XYZ format:
```
10
Properties=species:S:1:pos:R:3:forces:R:3:lowdin_charge:R:1
O -1.455 -1.091 0.122 -1.572 0.955 0.082 0.075
C -1.680 0.051 -0.254 -0.904 -5.092 -3.154 -0.247
C -0.610 0.963 -0.250 3.175 1.454 3.186 -0.131
O 0.315 0.433 0.728 2.165 -1.335 0.003 -0.094
C 1.483 -0.244 0.357 0.081 3.454 1.887 -0.305
O 1.936 -0.301 -0.738 -0.470 -0.851 -0.464 0.091
H -2.604 0.290 -0.821 -0.081 0.265 0.723 0.141
H -1.091 1.593 0.488 0.023 2.134 -0.439 0.143
H 0.052 1.409 -1.000 -1.344 0.033 -0.643 0.157
H 2.120 -0.238 1.323 -1.073 -1.017 -1.181 0.171
```
Positions in Å, forces in eV/Å.

---

No. 11
A 2-piece molecular cluster, C3H4O3 overall at a distorted geometry, computed with wB97M-V/def2-TZVPD.

The LUMO energy comes out at 0.40 eV. As for the energy above the lowest of the compared OMol25 structures with the same formula, charge and spin: 803.15 kJ/mol.

The geometry in XYZ format:
```
10
Properties=species:S:1:pos:R:3:forces:R:3:lowdin_charge:R:1
C -1.094 0.286 0.232 4.720 0.790 -0.954 -0.027
C -2.214 0.024 -0.423 1.662 -0.166 -1.101 -0.428
C 1.060 0.622 -0.134 -4.090 -2.561 1.743 0.150
O -1.834 0.516 1.413 2.053 0.088 1.244 -0.018
O -2.955 0.121 0.719 -3.642 -0.100 -0.495 0.030
O -2.668 -0.254 -1.665 -1.702 -0.636 1.828 0.095
H 1.582 -0.147 0.493 -0.659 1.000 -0.693 0.048
H 0.985 0.420 -1.178 0.279 0.136 -0.564 0.009
H 0.970 1.606 0.222 0.528 1.143 0.173 -0.005
H -3.528 -0.693 -1.416 0.852 0.305 -1.180 0.146
```
Positions in Å, forces in eV/Å.

---

No. 12
A single C3H4O3 molecule at a distorted geometry, computed with wB97M-V/def2-TZVPD.

The LUMO energy comes out at 0.41 eV. As for the energy above the lowest of the compared OMol25 structures with the same formula, charge and spin: 317.16 kJ/mol.

The geometry in XYZ format:
```
10
Properties=species:S:1:pos:R:3:forces:R:3:lowdin_charge:R:1
C -1.545 0.644 -0.321 -0.639 -0.825 -0.508 -0.108
C -0.198 0.872 0.343 0.948 1.541 -1.765 -0.136
C 0.741 -0.272 0.039 -2.064 -0.919 1.806 -0.522
O -1.900 -0.590 -0.329 0.071 -1.529 0.607 -0.025
O 1.786 0.029 -0.692 1.065 0.275 -0.248 0.142
O 0.395 -1.412 0.389 1.251 0.931 -0.495 0.038
H 0.171 1.884 -0.177 -0.625 -2.024 2.138 0.158
H -0.669 0.839 1.368 1.378 0.597 -0.534 0.151
H 2.474 -0.663 -0.724 -0.723 -0.086 -0.009 0.151
H -1.255 -1.331 0.105 -0.662 2.038 -0.991 0.150
```
Positions in Å, forces in eV/Å.

---

Copy entry 11 word for word.
A 2-piece molecular cluster, C3H4O3 overall at a distorted geometry, computed with wB97M-V/def2-TZVPD.

The LUMO energy comes out at 0.40 eV. As for the energy above the lowest of the compared OMol25 structures with the same formula, charge and spin: 803.15 kJ/mol.

The geometry in XYZ format:
```
10
Properties=species:S:1:pos:R:3:forces:R:3:lowdin_charge:R:1
C -1.094 0.286 0.232 4.720 0.790 -0.954 -0.027
C -2.214 0.024 -0.423 1.662 -0.166 -1.101 -0.428
C 1.060 0.622 -0.134 -4.090 -2.561 1.743 0.150
O -1.834 0.516 1.413 2.053 0.088 1.244 -0.018
O -2.955 0.121 0.719 -3.642 -0.100 -0.495 0.030
O -2.668 -0.254 -1.665 -1.702 -0.636 1.828 0.095
H 1.582 -0.147 0.493 -0.659 1.000 -0.693 0.048
H 0.985 0.420 -1.178 0.279 0.136 -0.564 0.009
H 0.970 1.606 0.222 0.528 1.143 0.173 -0.005
H -3.528 -0.693 -1.416 0.852 0.305 -1.180 0.146
```
Positions in Å, forces in eV/Å.

---

What did the sixth record say?
A single C3H4O3 molecule at a distorted geometry, computed with wB97M-V/def2-TZVPD.

The LUMO energy comes out at -0.59 eV. As for the energy above the lowest of the compared OMol25 structures with the same formula, charge and spin: 203.09 kJ/mol. Its SMILES is O=CC(=O)CO.

The geometry in XYZ format:
```
10
Properties=species:S:1:pos:R:3:forces:R:3:lowdin_charge:R:1
O 2.411 -0.749 0.048 -0.862 -0.165 0.217 0.089
C 1.307 -1.164 0.288 0.029 0.251 0.083 -0.161
C -0.024 -0.444 -0.051 -0.626 -0.096 -0.014 -0.299
O -0.874 -1.191 -0.492 0.360 0.009 0.178 0.095
C -0.340 1.047 0.039 0.063 -0.477 0.275 -0.165
O -1.615 1.280 -0.578 0.920 0.159 -0.591 -0.067
H 1.070 -2.179 0.698 0.391 0.333 -0.199 0.137
H 0.648 1.566 -0.223 -1.794 -0.073 -0.816 0.153
H -0.527 1.402 1.049 0.554 -0.516 0.642 0.124
H -2.061 0.423 -0.778 0.968 0.574 0.225 0.095
```
Positions in Å, forces in eV/Å.

---

What is the energy above the lowest of the compared OMol25 structures with the same formula, charge and spin in the sixth record?
203.09 kJ/mol

---

The highest energy above the lowest of the compared OMol25 structures with the same formula, charge and spin belongs to which entry?
number 11